Version w
Computed, not measured: a 15-piece molecular cluster, H30O15 overall, with wB97M-V/def2-TZVPD.

The geometry in XYZ format:
```
45
Properties=species:S:1:pos:R:3:nbo_charge:R:1
O 16.48133 4.97467 -17.09886 -1.014
H 15.90869 4.20946 -17.31180 0.500
H 15.87781 5.63191 -16.73412 0.519
O 16.99025 7.58431 -18.63661 -0.948
H 16.30384 6.99549 -18.89006 0.463
H 17.25947 7.15076 -17.83964 0.500
O 16.72614 3.60972 -14.54279 -0.963
H 16.79727 2.65913 -14.81699 0.462
H 16.79574 4.08019 -15.37956 0.486
O 17.78931 4.94053 -19.55979 -0.938
H 17.15514 5.51366 -19.93293 0.449
H 17.46214 4.85865 -18.67071 0.476
O 16.29029 9.53252 -15.03224 -1.012
H 15.61490 9.94920 -15.54904 0.489
H 17.17901 9.76602 -15.30635 0.507
O 19.21563 4.90809 -16.11827 -0.950
H 19.45427 4.26809 -15.49818 0.494
H 20.00898 5.15594 -16.59714 0.504
O 20.49245 7.57731 -14.98647 -0.947
H 20.57368 8.05663 -15.80377 0.450
H 19.63731 7.16694 -15.09708 0.486
O 17.52353 9.96397 -17.88338 -0.990
H 17.14512 9.08854 -18.00193 0.493
H 17.83227 10.24683 -18.71865 0.468
O 17.94443 7.24355 -16.04324 -1.008
H 17.18106 7.33185 -15.49619 0.502
H 18.09460 6.28765 -16.16320 0.504
O 14.71362 6.97515 -16.74744 -0.970
H 14.52099 7.31219 -15.89388 0.505
H 14.57603 7.66222 -17.39759 0.490
O 18.07367 2.64397 -16.93498 -0.981
H 18.31921 2.10693 -16.18047 0.462
H 18.32461 3.56853 -16.83145 0.494
O 14.31189 8.32691 -13.16209 -0.963
H 15.14278 7.98238 -13.46495 0.483
H 14.25118 8.01558 -12.25965 0.456
O 17.86622 8.61510 -12.93584 -0.975
H 17.85230 9.17484 -12.13659 0.471
H 17.37216 9.20537 -13.54615 0.497
O 16.05801 6.54783 -13.99823 -0.966
H 16.77146 6.88123 -13.50593 0.501
H 15.49580 6.17480 -13.28260 0.489
O 18.74963 10.18862 -15.47039 -0.962
H 18.84348 9.61621 -16.22684 0.499
H 19.57379 10.70429 -15.46184 0.490
```

Results
spin multiplicity: 1
LUMO level: 0.096 eV
HOMO-LUMO gap: 10.777 eV
M: 270.2 g/mol
HOMO energy: -0.3925 Eh
charge: 0

---

Version x
Computed, not measured: a 15-piece molecular cluster, H30O15 overall, with wB97M-V/def2-TZVPD.

The geometry in XYZ format:
```
45
Properties=species:S:1:pos:R:3:nbo_charge:R:1
O 2.30549 -1.56658 1.70864 -0.957
H 2.49975 -1.86881 2.62835 0.484
H 2.14959 -0.64531 1.98713 0.479
O -2.65095 1.55281 0.67674 -0.994
H -2.23142 1.27222 -0.12968 0.517
H -3.14319 0.95632 1.22550 0.489
O 1.35623 1.37095 4.82729 -0.944
H 0.38887 1.35452 4.67904 0.480
H 1.68234 1.32430 3.92225 0.464
O 3.44402 2.42384 -0.97850 -0.946
H 4.30464 1.98559 -1.14583 0.473
H 3.48902 3.23450 -1.49291 0.474
O -0.44909 -1.50284 1.08407 -0.983
H 0.40856 -1.87961 0.88610 0.505
H -1.06419 -2.06276 1.54692 0.470
O -1.30136 0.64704 -2.06870 -0.957
H -1.90825 0.52034 -2.81557 0.484
H -0.44720 0.52354 -2.48954 0.475
O 2.30536 -3.00319 -3.33814 -0.945
H 2.19912 -2.38891 -4.08233 0.463
H 1.91247 -2.55756 -2.58093 0.480
O 1.88084 0.51715 -2.97700 -0.956
H 1.38467 0.71926 -2.16337 0.482
H 2.74288 0.93477 -2.99229 0.499
O -0.12347 -3.95027 1.66748 -0.928
H -0.60657 -4.72867 1.36330 0.471
H -0.62588 -3.84207 2.48193 0.460
O 0.00951 2.49923 1.57315 -0.969
H -0.89341 2.14911 1.55875 0.495
H 0.06682 2.86569 0.68334 0.459
O -1.91237 2.65559 3.50688 -0.940
H -2.42641 2.82528 2.69514 0.467
H -1.39260 3.46407 3.30293 0.474
O 0.15709 2.47862 -3.59687 -1.010
H -0.36022 2.50485 -2.79572 0.484
H 0.92669 1.88652 -3.67528 0.498
O 3.34867 -1.87844 -1.29497 -0.972
H 2.83980 -1.70861 -0.48777 0.489
H 4.26875 -2.09286 -1.10918 0.483
O -4.58971 0.19894 -0.67112 -0.948
H -4.90411 -0.53206 -0.05611 0.474
H -4.36078 -0.26183 -1.47937 0.471
O -3.97494 -2.38393 0.05352 -0.927
H -3.02370 -2.38737 -0.23246 0.477
H -3.68139 -1.62338 0.59513 0.452
```

Results
spin multiplicity: 1
LUMO level: -0.197 eV
HOMO-LUMO gap: 10.243 eV
M: 270.2 g/mol
HOMO energy: -0.3836 Eh
charge: 0

---

Version y
Computed, not measured: a 15-piece molecular cluster, H30O15 overall, with wB97M-V/def2-TZVPD.

The geometry in XYZ format:
```
45
Properties=species:S:1:pos:R:3:nbo_charge:R:1
O 1.79677 0.73638 -1.85845 -0.987
H 2.52698 1.10369 -2.38622 0.485
H 1.64355 -0.00174 -2.46507 0.495
O -0.11336 -0.19354 2.71779 -0.974
H -0.94587 -0.44137 3.18831 0.510
H 0.53650 -0.84658 3.02185 0.500
O 0.71878 2.32918 0.18795 -0.994
H 0.88804 3.26155 0.37452 0.488
H 1.50807 1.97262 0.62801 0.517
O -1.54377 -3.06377 2.68376 -0.960
H -1.86199 -2.19782 2.54820 0.482
H -0.87100 -3.20966 2.01955 0.465
O 0.11523 -0.66655 -0.02778 -1.004
H 0.40409 0.13069 -0.43926 0.506
H -0.00773 -0.57205 0.92807 0.514
O 2.70295 1.04740 1.56413 -0.976
H 2.92684 0.85751 2.48096 0.478
H 2.66510 0.12894 1.25399 0.504
O 0.55846 -0.98987 -3.41153 -1.000
H 0.54725 -1.30438 -4.30447 0.492
H -0.21231 -0.40848 -3.29851 0.522
O -1.80338 1.51207 0.77983 -0.996
H -0.89185 1.79447 0.61924 0.516
H -2.27778 2.24177 1.16685 0.478
O 0.75023 3.09266 -2.76130 -0.966
H 0.82939 2.38399 -2.08365 0.500
H -0.15439 3.37804 -2.59664 0.451
O -2.75306 -0.70588 1.97131 -0.984
H -2.51299 0.17377 1.65738 0.505
H -3.61491 -0.50675 2.33235 0.473
O -0.28464 2.41324 3.33984 -0.978
H -0.14038 1.53015 3.05107 0.494
H -0.82661 2.47771 4.08706 0.463
O 1.24117 -3.17335 -1.70970 -0.970
H 1.00812 -2.38652 -2.12918 0.489
H 0.62993 -3.86889 -1.94276 0.472
O -2.00963 -1.52146 -1.51273 -0.962
H -1.31181 -1.23326 -0.92725 0.497
H -1.63123 -2.27465 -1.98980 0.469
O -1.72016 0.65624 -2.92913 -0.976
H -1.71141 0.05230 -2.20877 0.488
H -1.93880 1.52760 -2.56267 0.479
O 2.53804 -1.57903 0.67455 -0.996
H 1.79066 -1.33505 0.10215 0.500
H 2.81294 -2.32133 0.16613 0.491
```

Results
spin multiplicity: 1
LUMO level: 0.097 eV
HOMO-LUMO gap: 10.790 eV
M: 270.2 g/mol
HOMO energy: -0.3930 Eh
charge: 0

---

We find version y to be the most stable, with the next structure 115.6 kJ/mol higher.

---

Version w
Computed, not measured: a 2-piece molecular cluster, C4H11PS overall, with wB97M-V/def2-TZVPD.

The geometry in XYZ format:
```
17
Properties=species:S:1:pos:R:3:nbo_charge:R:1
C 0.54764 0.47368 2.07095 -0.633
C 1.44215 -0.36822 1.12967 -0.592
C 2.69612 0.44648 0.74868 -0.619
P 0.56100 -1.08246 -0.32968 0.698
S -0.17003 0.50055 -1.18093 -0.387
H -0.44340 -0.03707 2.11416 0.212
H 0.90838 0.98938 2.96477 0.234
H 0.37891 1.37868 1.40270 0.222
H 1.89784 -1.30992 1.58553 0.215
H 3.34216 0.68425 1.66578 0.219
H 2.53296 1.34664 0.14037 0.222
H 3.39213 -0.15771 0.16392 0.209
C -4.08498 0.79733 1.31036 -0.847
H -3.32717 1.36848 1.78886 0.211
H -5.06013 1.18233 1.51204 0.213
H -3.74239 0.91190 0.25352 0.216
H -3.99396 -0.19288 1.61982 0.208
```

Results
spin multiplicity: 1
LUMO level: -1.311 eV
HOMO-LUMO gap: 7.426 eV
M: 122.2 g/mol
HOMO energy: -0.3211 Eh
charge: 0

---

Version x
Computed, not measured: a 3-piece molecular cluster, C4H11PS overall, with wB97M-V/def2-TZVPD.

The geometry in XYZ format:
```
17
Properties=species:S:1:pos:R:3:nbo_charge:R:1
C -2.06641 -0.01050 -0.78448 -0.911
P -1.35148 0.75907 0.44844 0.732
C -1.65058 2.52007 0.19849 -0.976
H -2.76870 0.42855 -1.46032 0.210
H -2.22042 -1.10148 -0.64944 0.232
H -2.39814 2.64855 1.05367 0.246
H -1.94123 2.59246 -0.80321 0.235
H -0.66235 3.01845 0.47037 0.237
C 2.47702 0.88887 0.61923 -0.492
S 2.97317 0.51414 -0.86592 0.093
H 1.54761 1.58056 0.74318 0.192
H 2.79198 0.28021 1.53459 0.205
C 1.05989 -2.85788 -0.06227 -0.863
H 0.93939 -3.11001 0.98410 0.215
H 0.75070 -1.75980 -0.37146 0.215
H 2.10658 -2.88316 -0.46045 0.220
H 0.41296 -3.50810 -0.59452 0.209
```

Results
spin multiplicity: 1
LUMO level: -0.427 eV
HOMO-LUMO gap: 8.408 eV
M: 122.2 g/mol
HOMO energy: -0.3247 Eh
charge: 0

---

We find version w to be the most stable, with the next structure 225.8 kJ/mol higher.